The following is a DFT calculation (ωB97M-V/def2-TZVPD) of C4H7NO in the gas phase.

Output
- DFT total energy: -7795.5803 eV
- ΔE to the lowest compared entry with this formula, charge and spin: 93.7 kcal/mol
- HOMO-LUMO gap (spin up / spin down): 7.2 / 7.2 eV
- 2S+1: 1
- HOMO (spin up / spin down): -7.6 / -7.6 eV
- Charge: 0
- M: 85.11 g mol⁻¹

Last column: natural (NBO) charge in e.
Element x y z (Å)
N (-1.00, -1.08, -0.13)  -0.82
C (-0.83, 0.04, -1.08)  0.56
O (-1.59, 0.15, -2.03)  -0.64
C (0.24, 0.86, -0.69)  -0.38
C (1.31, 0.39, 0.26)  -0.52
C (0.39, -0.05, 1.29)  -0.08
H (-1.86, -0.94, 0.39)  0.38
H (-1.12, -1.94, -0.66)  0.38
H (0.32, 1.86, -1.11)  0.22
H (2.01, -0.37, -0.10)  0.22
H (1.87, 1.27, 0.60)  0.26
H (-0.18, 0.71, 1.82)  0.20
H (0.40, -1.04, 1.73)  0.20

The following is a DFT calculation (ωB97M-V/def2-TZVPD) of 4 unconnected molecules or ions with the total composition C32H36FNO13PS.

Output
- DFT total energy: -84704.5547 eV
- ΔE to the lowest compared entry with this formula, charge and spin: 198.0 kcal/mol
- HOMO-LUMO gap: 5.9 eV
- 2S+1: 1
- HOMO: -5.3 eV
- Charge: -1
- M: 724.67 g mol⁻¹

Last column: Mulliken charge in e.
Element x y z (Å)
C (-2.18, 0.87, 4.26)  -0.69
C (-0.99, 0.43, 3.87)  0.11
C (0.51, -0.05, 3.43)  -0.52
C (0.51, 0.04, 1.79)  -0.16
C (1.27, 1.23, 1.04)  1.12
C (2.05, 2.38, 1.84)  -0.43
O (3.02, 2.01, 2.59)  -0.54
N (1.75, 3.84, 1.78)  -0.14
C (0.38, 4.12, 1.31)  0.59
O (-0.61, 3.93, 2.06)  -0.44
F (0.10, 4.68, -0.01)  -0.26
C (1.25, 1.35, -0.56)  0.45
C (1.98, 2.53, -1.39)  -1.10
C (3.48, 1.99, -1.78)  -0.41
C (4.33, 1.59, -0.47)  0.34
O (5.11, 2.41, 0.12)  -0.57
O (4.21, 0.23, 0.01)  -0.41
C (0.44, 0.22, -1.31)  0.31
C (-0.31, -0.98, -0.56)  0.56
C (-0.29, -1.10, 1.02)  0.46
C (-1.05, -2.35, 1.76)  0.04
O (-0.41, -3.29, 2.38)  -0.70
O (-2.47, -2.33, 1.68)  -0.65
C (-1.13, -2.04, -1.50)  -0.34
O (-1.20, -3.29, -1.25)  -0.49
C (-1.83, -1.36, -2.81)  0.59
P (-3.53, -2.05, -3.29)  0.23
S (-3.42, -3.08, -4.94)  -0.45
C (-1.15, -0.27, -3.49)  0.15
C (-1.87, 0.45, -4.77)  -1.12
C (-2.89, 1.55, -4.11)  -0.11
O (-2.11, 2.32, -3.13)  -0.29
C (-2.87, 2.52, -1.91)  0.58
C (-3.63, 3.90, -1.55)  -1.00
O (-2.98, 1.56, -1.07)  -0.22
C (0.30, 0.25, -2.94)  -0.03
O (1.25, 0.61, -3.71)  -0.62
H (-3.15, 0.95, 4.88)  0.33
H (0.64, -1.12, 3.81)  0.41
H (1.25, 0.72, 3.88)  0.31
H (2.46, 4.30, 1.18)  0.40
H (1.45, 2.80, -2.37)  0.40
H (2.13, 3.49, -0.78)  0.26
H (3.44, 1.06, -2.48)  0.31
H (3.99, 2.85, -2.38)  0.40
H (4.83, 0.09, 0.77)  0.33
H (-3.95, -2.96, -2.23)  0.14
H (-4.56, -1.02, -3.32)  0.08
H (-2.41, -0.30, -5.46)  0.31
H (-1.08, 1.09, -5.34)  0.31
H (-3.41, 2.21, -4.89)  0.34
H (-3.65, 0.92, -3.49)  0.01
H (-4.45, 4.10, -2.36)  0.29
H (-2.92, 4.80, -1.42)  0.26
H (-4.22, 3.82, -0.55)  0.27
C (-4.94, 0.27, 1.72)  -0.72
C (-6.17, 0.39, 0.86)  0.79
O (-6.07, 0.44, -0.36)  -0.56
C (-7.51, 0.46, 1.54)  -1.25
H (-4.05, 0.23, 1.10)  0.06
H (-4.87, 1.13, 2.39)  0.32
H (-5.00, -0.66, 2.31)  0.36
H (-7.55, 1.33, 2.19)  0.31
H (-7.67, -0.46, 2.12)  0.33
H (-8.29, 0.55, 0.79)  0.33
C (-0.99, -6.46, -0.77)  -0.68
C (0.13, -7.45, -0.93)  0.79
O (0.21, -8.17, -1.92)  -0.59
C (1.14, -7.53, 0.17)  -1.06
H (-1.65, -6.52, -1.64)  0.27
H (-1.58, -6.70, 0.12)  0.34
H (-0.59, -5.45, -0.71)  0.07
H (0.66, -7.81, 1.11)  0.30
H (1.65, -6.57, 0.28)  0.30
H (1.89, -8.29, -0.07)  0.32
C (8.04, 2.21, 1.74)  -1.02
C (7.79, 0.94, 2.51)  0.90
O (7.41, -0.08, 1.95)  -0.58
C (8.01, 0.98, 4.00)  -1.14
H (7.84, 2.03, 0.68)  0.21
H (7.38, 3.00, 2.09)  0.29
H (9.09, 2.51, 1.85)  0.41
H (7.35, 1.72, 4.46)  0.31
H (9.06, 1.22, 4.21)  0.34
H (7.79, 0.00, 4.43)  0.31

The following is a DFT calculation (ωB97M-V/def2-TZVPD) of a gas-phase ion, CH5NO4P (charge -1).

Output
- DFT total energy: -20090.6165 eV
- SMILES string: N[C@@H](O)[P@](=O)([O-])O
- ΔE to the lowest compared entry with this formula, charge and spin: 5.8 kcal/mol
- HOMO-LUMO gap: 9.1 eV
- 2S+1: 1
- HOMO: -5.0 eV
- Charge: -1
- M: 126.03 g mol⁻¹

Last column: natural (NBO) charge in e.
Element x y z (Å)
C (0.73, -0.28, -0.09)  -0.11
N (1.44, 0.90, -0.68)  -0.89
O (-1.54, 1.33, -0.04)  -1.19
O (-1.89, -0.93, -0.89)  -1.00
O (-1.26, -0.76, 1.59)  -1.17
O (1.28, -0.72, 1.12)  -0.79
P (-1.11, -0.06, 0.31)  2.29
H (0.85, -1.13, -0.91)  0.13
H (0.77, 1.71, -0.87)  0.38
H (-1.79, -0.35, -1.57)  0.46
H (2.02, 1.22, 0.24)  0.35
H (0.51, -0.94, 1.80)  0.52

The following is a DFT calculation (ωB97M-V/def2-TZVPD) of 2 unconnected molecules or ions with the total composition C4H13NO3.

Output
- DFT total energy: -11989.0489 eV
- SMILES string: C[C@H](CO)NCO.O
- ΔE to the lowest compared entry with this formula, charge and spin: 78.9 kcal/mol
- HOMO-LUMO gap: 9.7 eV
- 2S+1: 1
- HOMO: -8.8 eV
- Charge: 0
- M: 123.15 g mol⁻¹

Last column: natural (NBO) charge in e.
Element x y z (Å)
C (1.36, 1.74, -0.17)  -0.63
C (-0.02, 1.36, 0.52)  -0.07
C (0.18, 0.97, 2.01)  -0.05
O (0.27, 2.20, 2.75)  -0.74
N (-0.57, 0.01, 0.05)  -0.66
C (-1.61, 0.06, -1.00)  0.09
O (-1.08, 0.51, -2.28)  -0.77
H (2.03, 0.97, -0.40)  0.21
H (1.21, 1.95, -1.24)  0.22
H (1.93, 2.35, 0.34)  0.21
H (-0.84, 2.07, 0.51)  0.21
H (1.18, 0.35, 2.02)  0.15
H (-0.59, 0.33, 2.56)  0.19
H (-0.01, 1.99, 3.62)  0.47
H (0.17, -0.73, -0.17)  0.37
H (-2.09, -0.89, -1.28)  0.19
H (-2.22, 0.86, -0.77)  0.15
H (-1.02, 1.43, -2.37)  0.46
H (0.14, -5.84, -2.21)  0.47
H (1.24, -5.96, -1.23)  0.46
O (0.34, -5.70, -1.27)  -0.93

Question: Among the records above, which one has the highest M?
Answer: C32H36FNO13PS